1.
Entry from the Open Molecules 2025 dataset: a 3-piece molecular cluster, C8H18O2P overall at a distorted geometry (ωB97M-V/def2-TZVPD).

Its gap between HOMO and LUMO is 6.60 eV. The calculation puts the LUMO energy at 3.0 eV. The calculation puts the energy above the lowest of the compared OMol25 structures with the same formula, charge and spin at 7.977 eV.

The geometry in ORCA input format:
```
! wB97M-V def2-TZVPD RIJCOSX def2/J DEFGRID3
* xyz -1 1
C 0.414 0.565 0.239
C 1.549 -0.016 0.881
P 3.157 -1.033 1.300
H -0.476 0.879 -0.490
H 3.872 -0.098 0.465
H 2.970 -1.890 0.140
H 2.413 -1.915 2.162
H 3.360 -0.148 2.445
H 4.394 -1.728 1.565
C -1.444 1.234 3.050
C -2.774 0.739 2.549
O -3.205 1.073 1.447
C -3.556 -0.181 3.448
H -0.993 1.888 2.297
H -1.583 1.805 3.972
H -0.774 0.388 3.225
H -3.789 0.327 4.387
H -2.980 -1.090 3.641
H -4.494 -0.458 2.956
C -0.820 0.345 -4.228
C 0.555 -0.186 -4.538
O 0.877 -0.493 -5.685
C 1.518 -0.328 -3.391
H -1.406 0.393 -5.152
H -1.326 -0.322 -3.526
H -0.743 1.351 -3.809
H 1.116 -1.025 -2.651
H 1.699 0.648 -2.934
H 2.470 -0.723 -3.763
*
```


2.
Entry from the Open Molecules 2025 dataset: C8H19ClGaI2O2P as an isolated structure at a distorted geometry (ωB97M-V/def2-TZVPD).

Its gap between HOMO and LUMO (spin up / spin down) is 5.48 / 6.74 eV. The calculation puts the LUMO energy (spin up / spin down) at -10.9 / -9.7 eV. The calculation puts the energy above the lowest of the compared OMol25 structures with the same formula, charge and spin at 1.643 eV.

The geometry in ORCA input format:
```
! wB97M-V def2-TZVPD RIJCOSX def2/J DEFGRID3
* xyz 2 1
I -2.175 -2.888 -0.139
I -1.443 2.262 -0.501
Ga 1.030 0.522 -0.442
P 0.183 -0.098 -2.535
C -1.462 -0.120 -3.318
C 1.035 1.287 -3.385
H 1.935 -1.747 -2.619
H 1.201 -1.499 -4.237
H 0.344 -2.459 -2.979
C 0.996 -1.595 -3.162
H 2.020 1.444 -2.925
H 1.165 1.055 -4.449
H -1.356 -0.061 -4.414
H -2.059 0.732 -2.971
H 0.455 2.208 -3.269
H -1.988 -1.046 -3.057
C -2.130 -0.502 -0.363
O -3.220 -0.131 -0.184
Cl 3.125 0.049 -0.068
C 2.169 -0.294 3.346
C 0.975 -0.929 2.662
O 0.085 -0.008 2.015
C -0.510 0.869 3.007
C -2.009 1.004 2.837
H 2.693 0.380 2.654
H 2.846 -1.066 3.667
H 1.861 0.286 4.218
H 1.280 -1.614 1.851
H 0.403 -1.514 3.414
H -0.293 0.486 4.010
H -0.008 1.837 2.895
H -2.500 0.027 2.753
H -2.399 1.514 3.718
H -2.252 1.607 1.969
*
```